# 1
27
Properties=species:S:1:pos:R:3:forces:R:3 method="wB97M-V/def2-TZVPD" total_charge=+1 homo_lumo_gap_ev="7.31 / 7.31"
C -2.06530 -0.85740 -2.06406 -1.9 -0.2 1.0
C -1.59816 -0.01259 -3.05517 0.9 -0.3 0.2
C -1.63779 -0.78910 -0.75826 1.4 1.1 0.5
C -0.46851 0.73147 -2.85264 2.3 1.1 2.0
C -0.46542 0.08849 -0.46905 -2.1 -1.1 -2.5
C 0.15330 0.83204 -1.53532 -3.5 -2.4 -0.6
C 0.21100 -0.28757 0.67721 1.9 0.9 -0.5
C 1.41191 1.49072 -1.31644 1.4 1.8 -0.4
C 2.73424 -0.02710 -0.05330 -3.1 -1.4 -0.8
C 0.95723 -0.91851 2.75008 -2.6 1.8 -0.1
C -1.36252 0.11474 2.58079 -2.1 -1.1 0.0
N -0.11435 -0.33084 1.89228 0.1 0.1 1.2
O 2.39981 0.42056 -1.22599 1.2 -1.6 1.5
H -2.95138 -1.45110 -2.37307 0.7 0.2 0.7
H -2.16719 -0.11508 -3.93929 0.2 0.4 -1.3
H -2.11098 -1.33839 0.09580 0.6 0.3 -1.1
H 0.18125 1.25497 -3.56221 -1.1 -0.1 -0.5
H 1.81685 1.94882 -2.25746 -0.8 0.6 1.2
H 1.40480 2.11376 -0.36185 0.5 -0.5 -1.4
H 2.58264 0.62338 0.78613 0.6 0.3 0.4
H 2.91188 -1.14069 0.05467 0.5 1.6 -0.3
H 1.64935 -0.15180 2.88919 1.4 1.2 0.4
H 1.37972 -1.67550 2.17762 0.6 -1.9 -0.1
H 0.41198 -1.03305 3.64926 0.3 -1.4 1.3
H -1.92084 -0.82019 2.97245 1.2 1.3 -0.4
H -2.11611 0.51043 1.84312 1.2 0.0 0.6
H -1.22741 0.81951 3.45552 0.3 -0.8 -1.2

=====

# 2
27
Properties=species:S:1:pos:R:3:forces:R:3 method="wB97M-V/def2-TZVPD" total_charge=+1 homo_lumo_gap_ev=9.46
C 0.98840 -2.55447 0.46809 0.9 5.6 0.7
C 1.16886 -1.35323 0.60451 -0.5 -4.6 -0.5
C 1.15619 0.03427 0.68579 0.2 3.8 -0.6
N 2.51267 0.72310 0.47800 1.9 -1.2 -0.9
C 3.38646 -0.12388 -0.47408 -2.9 3.3 -3.5
C 0.36897 0.81048 -0.49566 0.0 -4.1 -2.8
O 0.59018 2.15586 -0.50647 0.4 1.2 0.6
C -1.08888 0.40948 -0.39513 -0.9 -1.0 2.1
C -1.71297 -0.63857 -1.14094 1.6 2.8 -0.7
C -2.93989 -1.11124 -0.75900 1.5 0.1 -0.4
C -3.51556 -0.55842 0.32988 -3.4 -1.2 0.4
C -3.03121 0.48810 1.07580 0.9 -0.8 -1.0
C -1.73970 0.90932 0.79847 -0.2 -0.2 -2.3
H 0.66576 -3.47606 0.24163 -0.6 -3.0 -0.5
H 0.69156 0.38646 1.57739 0.0 0.3 1.0
H 3.17870 1.02432 1.19180 -0.8 -0.5 0.9
H 2.26389 1.60184 0.02469 -0.1 0.4 -0.3
H 3.99839 0.59049 -1.09033 -0.4 -0.7 0.8
H 3.95191 -0.77123 0.05152 1.7 -2.2 1.7
H 2.66512 -0.61542 -1.20566 1.3 0.4 1.1
H 0.91384 0.30876 -1.47690 -1.7 1.5 2.0
H -0.03642 2.60190 0.09460 0.2 -0.1 -0.4
H -1.36026 -0.69741 -2.17281 0.3 -1.0 0.3
H -3.42734 -1.86336 -1.32049 -0.5 -0.5 -0.5
H -4.55794 -0.96616 0.44386 1.0 0.8 0.7
H -3.74848 0.88421 1.72484 -0.3 1.0 1.4
H -1.34221 1.80085 1.24658 0.2 0.1 0.7

=====

# 3
38
Properties=species:S:1:pos:R:3:forces:R:3 method="wB97M-V/def2-TZVPD" total_charge=+1 homo_lumo_gap_ev=7.48
Pt -0.42453 -0.46933 1.36241 0.8 -0.7 -1.2
O -1.64138 -1.59182 0.11862 -0.4 0.1 0.8
C -1.08626 -2.45635 -0.59193 0.0 0.1 -0.2
C 0.27595 -2.47501 -1.01225 0.0 0.0 0.1
C 0.75483 -3.59889 -1.69803 0.1 0.0 0.0
C 2.05199 -3.59212 -2.13666 -0.1 -0.1 0.0
C 2.89787 -2.50885 -1.92060 0.0 0.1 0.1
C 2.43521 -1.38751 -1.25887 0.0 -0.1 -0.1
C 1.11906 -1.35516 -0.80925 -0.2 0.2 0.0
O 0.64816 -0.23005 -0.26483 0.1 -0.3 0.1
N 2.56388 -4.77011 -2.86534 0.0 0.0 0.1
O 3.71555 -4.72976 -3.23385 0.0 0.0 0.0
O 1.79130 -5.68719 -3.03610 0.0 0.0 0.0
H -1.74759 -3.25252 -0.94477 0.0 0.0 -0.1
H 0.12675 -4.46059 -1.88175 0.0 0.0 0.0
H 3.91841 -2.56693 -2.27317 0.0 0.0 0.0
H 3.07428 -0.53475 -1.08148 0.0 0.0 0.0
O 1.31201 -1.73792 4.78609 0.0 0.0 -0.1
Se 0.59705 -1.20798 3.49191 -0.4 0.2 0.0
O 0.35595 -2.16772 2.07855 0.3 0.0 0.3
O -0.97523 -0.58039 3.44151 -0.1 -0.4 -0.2
O 1.22465 0.04105 2.50514 -0.5 0.6 0.2
C -3.11136 3.74831 0.48865 0.0 0.0 0.0
C -2.65006 2.92385 -0.69769 0.0 0.0 0.0
S -1.12169 2.00297 -0.50046 -0.1 -0.2 0.1
O -1.55411 1.07240 0.69583 0.4 0.5 0.4
C 0.02746 3.23783 0.16355 -0.1 0.0 0.0
C 0.04923 3.38542 1.67628 0.0 0.0 0.0
H -4.07686 4.18947 0.24375 0.0 0.0 0.0
H -2.42769 4.56480 0.71378 0.0 0.0 0.0
H -3.23934 3.12717 1.37305 0.0 0.0 0.0
H -2.48387 3.51865 -1.59964 0.0 0.0 0.0
H -3.36801 2.14158 -0.95099 0.0 0.0 0.0
H -0.26425 4.16598 -0.33334 0.1 0.0 0.0
H 0.99855 2.93549 -0.22620 0.0 0.0 0.0
H -0.89220 3.75595 2.07208 0.0 0.0 0.0
H 0.83392 4.09835 1.92870 0.0 0.0 0.0
H 0.29236 2.45168 2.17733 0.0 -0.1 0.0

=====

# 4
28
Properties=species:S:1:pos:R:3:forces:R:3 method="wB97M-V/def2-TZVPD" spin_multiplicity=3 total_charge=+1 homo_lumo_gap_ev="7.23 / 5.30"
C 4.19149 1.00030 -0.20743 -1.2 -0.3 1.0
C 3.15830 1.58051 0.59056 -0.3 0.9 0.5
C 3.99681 -0.28472 -0.74836 -0.1 0.8 0.9
C 1.97557 0.88332 0.80229 0.9 -1.6 -1.6
C 2.90022 -1.02460 -0.42653 -0.8 0.1 -0.2
C 1.82287 -0.40890 0.19720 0.7 1.2 0.1
C -3.65126 1.68978 -0.87104 1.3 -0.8 -0.1
C -2.55386 1.29557 -0.21619 0.1 3.5 -1.0
C -1.91649 0.02500 -0.46122 0.3 -3.1 1.0
C -1.79920 -0.68145 0.88323 -2.5 2.1 1.0
C -2.59654 -1.85125 1.06362 0.9 -1.7 -3.0
N -0.50974 -0.09228 -0.89058 -1.5 -1.6 2.3
O 0.28915 -2.50789 -0.14763 -0.5 0.8 0.2
S 0.21422 -1.09419 0.24315 2.6 0.2 -0.6
H 5.17775 1.41537 -0.26480 0.1 0.6 -0.3
H 3.16054 2.60633 1.09308 0.7 -1.6 -0.9
H 4.68202 -0.76834 -1.38493 1.2 -0.1 -0.5
H 1.15749 1.22079 1.37207 -0.7 0.9 0.7
H 2.83695 -2.03933 -0.72771 -0.2 -0.7 -0.5
H -3.89007 2.74484 -0.85442 -0.7 -0.3 0.0
H -4.05013 0.93468 -1.53966 -0.7 0.5 -0.1
H -2.02422 2.13163 0.29732 -0.1 -1.2 0.1
H -2.51727 -0.63750 -1.12334 0.2 0.7 0.1
H -1.75937 -0.00315 1.78022 0.7 -0.5 -0.9
H -1.96816 -2.67638 0.66904 -0.3 -0.2 0.1
H -3.39320 -1.85678 0.32665 -0.7 -0.1 0.3
H -2.83187 -2.17188 1.99919 -1.0 -0.4 2.7
H -0.10199 0.57053 -1.45379 1.7 1.7 -1.5

=====

# 5
27
Properties=species:S:1:pos:R:3:forces:R:3 method="wB97M-V/def2-TZVPD" homo_lumo_gap_ev=8.98
C -1.74017 -2.76158 -0.29360 0.0 0.4 2.6
C -1.00068 -1.45186 -0.12439 2.5 -1.6 -1.0
C 0.52288 -1.69584 0.03369 0.9 2.7 -1.8
C 1.42856 -0.43231 -0.74344 0.7 -4.8 3.0
O 1.53285 -0.89220 -2.05008 1.8 4.3 -1.1
Se 3.27746 -0.28302 0.25101 -0.2 -0.2 -0.7
C 2.49499 1.12720 1.30890 -0.7 -0.9 3.5
C 1.33192 1.65950 0.56880 0.5 -0.7 -0.3
C 0.86331 2.93734 0.76704 -0.8 -0.9 0.5
C -0.18515 3.42618 -0.00559 -0.2 1.7 1.1
C -0.68717 2.63578 -1.01174 0.5 -0.9 -2.8
C -0.09253 1.36673 -1.32640 0.1 2.4 2.2
C 0.92815 0.86901 -0.47325 -3.4 2.0 -2.4
H -1.90489 -3.26160 -1.21106 0.0 -0.1 -1.1
H -2.64755 -2.55218 0.26834 -0.8 -0.6 -0.6
H -1.21332 -3.41801 0.41556 -0.2 -0.4 -0.5
H -1.35480 -1.09890 0.76512 -0.8 1.3 2.5
H -1.17934 -0.66998 -0.80675 -0.4 0.5 -1.2
H 0.81609 -2.52713 -0.57180 0.2 -0.7 -0.4
H 0.89878 -1.87843 1.03929 -0.3 0.4 0.1
H 1.99175 -0.02460 -2.50023 -1.5 -3.3 0.9
H 3.00276 2.01410 1.61841 1.6 0.3 -0.3
H 2.28191 0.68026 2.39419 -0.2 0.6 -2.3
H 1.25631 3.33271 1.68439 0.0 1.2 0.0
H -0.58484 4.46417 0.22797 0.5 -1.5 -0.5
H -1.33872 3.04084 -1.83700 0.3 -0.3 1.4
H -0.43346 0.89314 -2.20786 -0.1 -0.8 -0.6

=====

# 6
44
Properties=species:S:1:pos:R:3:forces:R:3 method="wB97M-V/def2-TZVPD" homo_lumo_gap_ev=11.19
O -2.35340 -0.24273 -1.33348 -0.6 0.0 -0.4
C -1.54537 -0.75539 -0.64698 0.5 1.0 -0.4
O -1.03659 -1.97770 -0.81503 0.1 -0.9 -0.1
C -0.04785 -2.21671 0.17863 0.6 0.4 0.8
C -0.41438 -1.14679 1.20712 0.0 -0.5 0.0
F 0.62310 -0.67655 1.91610 0.2 0.0 -0.1
O -0.93252 -0.11954 0.39037 -0.3 -0.2 0.4
H -0.06235 -3.22845 0.57380 -0.5 -0.1 -0.1
H 0.97208 -2.02607 -0.16475 -0.2 0.2 -0.4
H -1.19361 -1.48352 1.89565 0.1 0.0 0.1
O 3.38566 5.09448 1.90428 0.2 0.5 -0.3
C 2.53477 4.30520 2.09795 0.2 -0.5 -0.3
O 1.66505 3.82031 1.19650 0.1 -0.1 -0.4
C 0.73396 2.92163 1.81614 0.3 1.5 0.3
C 1.29946 2.79727 3.23022 -0.4 -0.7 -0.4
F 1.78232 1.51787 3.36942 0.3 0.1 0.4
O 2.34132 3.71722 3.30371 -0.7 -0.4 0.7
H -0.20467 3.47711 1.81179 -0.3 -0.5 0.0
H 0.69756 1.96443 1.31159 0.0 0.0 -0.1
H 0.54337 2.94318 4.00276 0.4 0.2 0.2
O 1.05711 -0.81734 -5.44470 -0.3 0.0 0.1
C -0.06991 -1.14473 -5.26451 0.5 0.5 0.1
O -0.79499 -0.92578 -4.14653 0.2 -0.2 0.3
C -1.88441 -1.85273 -4.18352 -0.5 0.4 -0.1
C -2.14226 -1.93650 -5.68359 0.5 -1.0 0.4
F -2.94543 -0.94942 -6.14833 0.1 0.4 0.0
O -0.82162 -1.81278 -6.16702 -0.6 0.0 -0.7
H -1.54432 -2.80584 -3.77625 -0.1 -0.1 -0.1
H -2.72201 -1.48479 -3.59835 0.1 0.2 -0.1
H -2.54792 -2.87315 -6.05832 0.1 -0.1 0.1
C -3.22890 0.47871 2.60670 0.5 0.1 -1.4
N -4.35385 0.88261 3.47247 0.2 -1.1 0.2
O -4.49299 0.21685 4.47971 -0.1 0.1 0.2
O -5.08131 1.76455 3.10508 -0.2 0.6 -0.2
H -3.59477 -0.11239 1.76383 -0.5 -0.1 0.3
H -2.50150 -0.11454 3.14435 -0.1 0.2 0.4
H -2.81080 1.34162 2.09120 0.1 0.2 0.5
C 4.48626 -1.53544 0.14302 -0.2 -0.8 0.4
N 4.57713 -0.13709 0.59919 -0.1 0.0 -0.3
O 5.68637 0.31327 0.72112 0.6 0.3 0.1
O 3.55025 0.44771 0.85000 -0.5 0.1 0.1
H 5.31282 -1.75098 -0.52137 0.0 0.1 0.0
H 3.51432 -1.74985 -0.28671 0.0 0.3 -0.2
H 4.56483 -2.12726 1.05675 0.2 0.0 -0.1

=====

# 7
27
Properties=species:S:1:pos:R:3:forces:R:3 method="wB97M-V/def2-TZVPD" spin_multiplicity=2 total_charge=-1 homo_lumo_gap_ev="2.43 / 6.37"
C -2.39300 2.36864 2.84719 0.9 4.3 -0.7
C -2.57560 1.33658 3.86844 0.6 -1.8 2.8
H -1.86048 3.41993 3.13161 -1.0 -2.5 0.4
H -1.63565 2.01636 2.17094 -0.4 0.0 -1.2
H -3.34234 2.85033 2.43833 1.1 -1.5 -0.1
H -2.09141 1.49880 4.85914 0.2 0.1 -0.8
H -2.42186 0.25634 3.66375 1.0 0.8 -0.8
H -3.55075 1.17789 4.18853 -2.5 0.6 0.5
C 1.36173 -1.04127 1.20712 1.7 -2.1 3.1
C 0.57546 0.88550 -0.19333 -0.5 2.4 0.8
C 0.98175 -0.38174 0.03601 0.0 -0.1 -4.9
C 0.84419 0.02523 -2.24208 -1.0 -0.2 -1.5
C 1.10279 -1.01395 -1.31247 -0.5 3.5 2.8
C 0.71443 -0.26378 -3.59777 -0.4 1.1 -1.7
C 1.40694 -2.25138 -1.76290 2.2 -3.5 1.3
C 1.01509 -1.61229 -4.02306 -0.3 3.2 -1.2
C 1.52080 -2.46495 -3.14491 -0.7 -1.5 2.0
N 0.46621 1.17391 -1.59057 -0.3 0.1 1.5
H -0.07128 1.44219 0.49351 0.5 0.1 -0.2
H 0.68227 2.13858 -1.82496 -0.1 -0.8 -0.5
H 1.31567 -0.54901 2.19004 -0.7 0.5 -0.4
H 2.49147 -1.30148 1.23297 -1.5 -0.3 -0.5
H 0.33545 0.50830 -4.40561 0.8 -1.5 1.9
H 1.74062 -3.09029 -1.01232 -0.7 1.6 -1.5
H 0.90924 -1.77023 -5.07162 0.2 -0.6 -0.6
H 1.78216 -3.44365 -3.38241 0.5 -1.6 -0.9
H 0.69611 -1.91454 1.23642 0.8 -0.6 0.6

=====

# 8
27
Properties=species:S:1:pos:R:3:forces:R:3 method="wB97M-V/def2-TZVPD" spin_multiplicity=2 total_charge=-1 homo_lumo_gap_ev="2.67 / 6.37"
C 3.22311 0.90606 -1.63594 0.9 -0.3 0.3
C 4.22643 1.87345 -0.96894 -0.6 -0.9 -0.2
H 3.71299 0.39983 -2.50447 -0.6 0.3 0.6
H 2.88765 0.15227 -0.89795 0.1 0.3 -0.5
H 2.35799 1.47380 -1.94454 -0.3 -0.1 -0.3
H 3.71426 2.40008 -0.15954 0.3 0.0 0.0
H 4.60710 2.55718 -1.70592 0.1 0.6 -0.2
H 5.08050 1.30964 -0.60448 0.1 0.0 0.4
C -3.92898 -1.88238 0.01181 -1.0 -1.4 0.3
C -0.50627 -0.73860 0.99996 -0.9 -0.8 0.2
C -1.79406 -0.47920 0.44477 1.5 0.0 0.5
C -2.54363 -1.64843 0.50159 -0.3 -0.5 0.3
C -1.74677 -2.59801 1.09988 -1.6 -1.5 0.0
C 0.22228 1.49851 0.64038 -0.1 2.9 -1.1
C 0.47742 0.23249 1.13184 1.5 -1.5 1.0
C -1.01900 1.80524 0.05802 1.2 -1.5 0.8
C -2.01305 0.81637 -0.02360 -1.3 1.7 -1.0
N -0.54079 -2.05705 1.41090 1.6 0.3 0.3
H 1.02910 2.29686 0.67011 -1.0 -1.0 0.0
H 1.44909 -0.01226 1.58297 -0.4 0.0 -0.2
H -1.15384 2.76470 -0.36245 -0.3 1.0 -0.4
H -2.97477 1.04500 -0.49103 0.2 0.1 0.1
H 0.20627 -2.58603 1.85384 -0.4 0.6 -0.3
H -2.04440 -3.61830 1.29345 0.4 -0.1 0.1
H -4.01410 -2.94526 -0.41562 0.0 1.5 0.4
H -4.13581 -1.15704 -0.76140 -0.3 0.1 -0.4
H -4.77872 -1.80890 0.77635 1.2 0.1 -0.7

=====

Number 1: calculated total energy -15160.0692 eV. Number 2: calculated total energy -15161.1966 eV. Number 3: calculated total energy -110963.7514 eV. Number 4: calculated total energy -25992.9232 eV. Number 5: calculated total energy -79025.4924 eV. Number 6: calculated total energy -49394.7035 eV. Number 7: calculated total energy -13137.0016 eV. Number 8: calculated total energy -13139.1458 eV.